(1)
C36H39BBrCl66F3N4O2S | ωB97M-V/def2-TZVPD

The HOMO-LUMO gap comes out at 0.237 Ha.

```
! wB97M-V def2-TZVPD RIJCOSX def2/J DEFGRID3
* xyz 0 1
C 9.36689 -8.81214 -1.33226
C 10.10041 -7.40710 -1.86689
O 9.28674 -6.31533 -1.82156
N 11.54799 -7.37920 -2.30189
C 11.92323 -8.53684 -3.19740
C 11.98232 -6.03847 -2.84396
C 11.39901 -5.65556 -4.32718
C 10.40866 -4.36776 -4.15834
C 9.07836 -4.36342 -5.12470
C 7.77324 -4.79199 -4.24556
C 7.08196 -6.29775 -4.36554
C 7.59582 -7.52986 -5.27959
F 7.84284 -8.77401 -4.45335
F 6.53476 -7.95194 -6.27100
F 8.82246 -7.36234 -6.06477
C 5.71544 -6.50289 -3.42240
B 4.79414 -7.87310 -3.38363
N 5.41564 -9.08650 -2.66642
O 3.46051 -8.04118 -4.00558
C 5.15377 -5.29111 -2.41506
N 3.93078 -5.40956 -1.50787
S 3.84233 -3.83774 -0.67444
N 5.17782 -2.87946 -1.26889
C 5.84719 -3.82127 -2.27235
C 7.17936 -3.61568 -3.21432
Br 8.06168 -1.78718 -3.00410
H 10.03213 -9.76237 -1.48420
H 9.18761 -8.62229 -0.16776
H 8.26946 -8.92449 -1.78686
H 11.84651 -9.59982 -2.68086
H 13.00784 -8.46922 -3.66116
H 11.17891 -8.58878 -4.12915
H 13.17182 -6.08566 -2.93453
H 11.78207 -5.20836 -2.01392
H 10.95787 -6.56404 -4.91599
H 12.33808 -5.28415 -4.96400
H 10.05887 -4.14812 -3.05038
H 11.04211 -3.40668 -4.47574
H 8.91070 -3.21154 -5.40433
H 9.21038 -4.88374 -6.15969
H 5.21628 -9.96768 -3.22763
H 4.87700 -9.22240 -1.77578
H 3.19526 -8.99389 -3.76055
C 8.18771 -0.62813 1.07690
Cl 8.14486 1.13513 0.90810
Cl 8.35810 -1.08601 2.78004
Cl 6.72986 -1.35540 0.38004
H 9.05578 -1.00543 0.53032
C 9.81918 1.20567 5.89701
Cl 9.23686 1.29801 4.22615
Cl 11.39349 0.39539 5.96319
Cl 9.92222 2.82447 6.61025
H 9.10457 0.61787 6.47879
C -0.38082 -3.35659 -1.52375
Cl -0.96314 -3.26426 -3.19461
Cl 1.19349 -4.16687 -1.45756
Cl -0.27778 -1.73779 -0.81050
H -1.09543 -3.94440 -0.94196
C -1.54327 1.35043 -2.93438
Cl -0.36170 2.27376 -3.87818
Cl -2.11202 2.29930 -1.55034
Cl -2.90657 0.85894 -3.95404
H -1.05360 0.44936 -2.55630
C 8.62596 -5.42384 1.47112
Cl 7.24967 -6.47158 1.85515
Cl 8.16427 -3.71810 1.60029
Cl 9.99559 -5.78007 2.53745
H 8.93167 -5.62079 0.44040
C -4.89197 5.59785 -1.95057
Cl -4.48186 3.98943 -2.57040
Cl -6.58581 5.65194 -1.43351
Cl -3.81854 6.04110 -0.61223
H -4.75466 6.32295 -2.75681
C 3.14671 1.84100 -1.83179
Cl 1.77043 0.79326 -1.44776
Cl 2.68502 3.54673 -1.70262
Cl 4.51635 1.48477 -0.76546
H 3.45242 1.64405 -2.86252
C -7.92000 4.25288 1.69455
Cl -8.76899 2.70339 1.56163
Cl -9.07780 5.59178 1.77353
Cl -6.86060 4.26195 3.11492
H -7.30168 4.38440 0.80290
C -2.16670 -7.50705 -2.61954
Cl -2.38775 -6.10915 -1.55353
Cl -2.17105 -7.00124 -4.31764
Cl -0.66199 -8.35670 -2.22738
H -3.00149 -8.19499 -2.46297
C 8.77436 4.94070 3.46201
Cl 9.95593 5.86403 2.51821
Cl 8.20562 5.88957 4.84605
Cl 7.41107 4.44921 2.44235
H 9.26404 4.03964 3.84009
C -3.95388 -8.88404 1.14819
Cl -4.53620 -8.79171 -0.52267
Cl -2.37957 -9.69432 1.21437
Cl -3.85084 -7.26524 1.86144
H -4.66849 -9.47185 1.72997
C -8.75787 9.32599 3.38362
Cl -7.99394 7.73448 3.53497
Cl -9.56821 9.77322 4.89449
Cl -7.55921 10.55122 2.93430
H -9.50975 9.27324 2.59208
C -13.74537 8.87490 4.66618
Cl -14.36794 8.14365 6.15516
Cl -13.54983 10.62443 4.86694
Cl -12.20806 8.12643 4.20108
H -14.46985 8.69880 3.86695
C -11.85872 0.55907 2.10467
Cl -12.88795 1.53194 1.03996
Cl -12.09603 1.02720 3.79698
Cl -12.19157 -1.16733 1.88423
H -10.81498 0.74523 1.83895
C 4.26550 3.82668 -5.43287
Cl 4.72540 2.61199 -4.22771
Cl 5.05735 3.49585 -6.98301
Cl 2.50518 3.87149 -5.63059
H 4.59731 4.80603 -5.07873
C -11.27322 12.88226 7.51439
Cl -12.11216 11.32622 7.63386
Cl -10.80525 13.20948 5.83709
Cl -12.29286 14.18856 8.14190
H -10.36576 12.83179 8.12154
C -16.73733 12.82523 5.54244
Cl -18.11361 11.77750 5.92646
Cl -17.19902 14.53097 5.67160
Cl -15.36769 12.46900 6.60876
H -16.43162 12.62829 4.51171
C 1.88231 7.46849 -0.85397
Cl 0.47504 7.11573 0.16316
Cl 1.98080 6.32002 -2.19960
Cl 1.81060 9.13207 -1.45993
H 2.78320 7.36262 -0.24419
C 2.01030 -4.90087 2.99791
Cl 1.42799 -4.80854 1.32705
Cl 3.58462 -5.71115 3.06410
Cl 2.11335 -3.28207 3.71116
H 1.29570 -5.48868 3.57969
C -7.55139 -8.53241 -3.53446
Cl -8.68151 -9.06584 -4.79052
Cl -7.49434 -9.70727 -2.20938
Cl -5.93478 -8.28497 -4.21651
H -7.90602 -7.57907 -3.13444
C -8.79368 10.28143 -1.07252
Cl -8.02975 8.68992 -0.92118
Cl -9.60402 10.72866 0.43835
Cl -7.59502 11.50665 -1.52185
H -9.54556 10.22868 -1.86406
C -19.79901 9.86358 8.82994
Cl -19.38890 8.25517 8.21010
Cl -21.49285 9.91768 9.34699
Cl -18.72558 10.30684 10.16828
H -19.66170 10.58869 8.02370
*
```

Löwdin population analysis, charges in e, atoms 1 to 99: C -0.019; C -0.250; O -0.098; N -0.147; C -0.109; C -0.194; C -0.164; C -0.219; C -0.194; C -0.060; C 0.056; C -0.203; F -0.018; F -0.004; F 0.016; C 0.106; B -0.445; N 0.075; O 0.040; C -0.150; N -0.235; S 0.806; N -0.325; C -0.239; C -0.404; Br 0.608; H 0.069; H 0.092; H 0.087; H 0.094; H 0.111; H 0.100; H 0.129; H 0.141; H 0.096; H 0.121; H 0.089; H 0.121; H 0.096; H 0.118; H 0.086; H 0.083; H 0.117; C -1.506; Cl 0.507; Cl 0.455; Cl 0.487; H 0.018; C -1.503; Cl 0.498; Cl 0.527; Cl 0.527; H 0.024; C -1.506; Cl 0.532; Cl 0.463; Cl 0.533; H -0.039; C -1.533; Cl 0.499; Cl 0.489; Cl 0.517; H -0.045; C -1.509; Cl 0.508; Cl 0.513; Cl 0.519; H -0.018; C -1.503; Cl 0.500; Cl 0.528; Cl 0.527; H 0.024; C -1.568; Cl 0.508; Cl 0.465; Cl 0.522; H -0.104; C -1.522; Cl 0.535; Cl 0.481; Cl 0.527; H -0.046; C -1.538; Cl 0.535; Cl 0.523; Cl 0.525; H -0.060; C -1.552; Cl 0.517; Cl 0.508; Cl 0.504; H -0.055; C -1.507; Cl 0.528; Cl 0.523; Cl 0.518; H 0.021; C -1.543


(2)
C16H48O16 | ωB97M-V/def2-TZVPD

The value obtained for the energy relative to the best compared isomer or geometry (same formula, charge and spin) is 1.196 eV. The HOMO-LUMO gap comes out at 0.361 Ha.

```
! wB97M-V def2-TZVPD RIJCOSX def2/J DEFGRID3
* xyz 0 1
O 20.54769 -1.32696 16.64759
C 21.78432 -0.90702 17.22202
C 22.74254 -0.59909 16.12916
O 22.37307 0.60565 15.43311
H 20.11793 -1.91520 17.27619
H 21.66665 -0.11452 17.96350
H 22.20819 -1.77097 17.75521
H 22.77159 -1.37956 15.36972
H 23.74081 -0.43874 16.54429
H 22.08901 0.38333 14.54361
O 21.13056 -4.69329 20.13104
C 22.26319 -4.91678 20.94752
C 22.52842 -6.38932 21.12832
O 23.12251 -6.91044 19.91905
H 21.30736 -5.00839 19.23773
H 23.12341 -4.34332 20.59772
H 22.01934 -4.58034 21.96064
H 21.55860 -6.88339 21.20879
H 23.19366 -6.55760 21.97465
H 23.80164 -7.54534 20.15529
O 18.76220 -6.60715 21.94138
C 17.91542 -7.69753 21.54921
C 17.74834 -7.74537 20.05357
O 16.86076 -6.77181 19.57503
H 18.23333 -5.80239 21.98094
H 18.41221 -8.59584 21.91217
H 16.92198 -7.58386 21.99104
H 17.39137 -8.76045 19.82702
H 18.71663 -7.75525 19.53311
H 17.10455 -5.91256 19.94997
O 16.96394 -4.36297 21.02751
C 17.07407 -3.23359 20.13731
C 17.75100 -3.55478 18.82897
O 19.14585 -3.13455 18.86785
H 16.05964 -4.35413 21.36091
H 16.06540 -2.86849 19.92769
H 17.54838 -2.39522 20.64922
H 17.34148 -2.93576 18.03165
H 17.80604 -4.58947 18.49659
H 19.59814 -3.72030 19.49018
O 17.80658 -4.07214 25.77791
C 17.74519 -3.68585 24.40508
C 16.35234 -3.24232 24.05838
O 15.40684 -4.29470 23.90967
H 18.56951 -4.64466 25.89180
H 18.41476 -2.81765 24.28852
H 18.18989 -4.42482 23.73169
H 16.40024 -2.75690 23.08588
H 16.05103 -2.59355 24.88889
H 15.35275 -4.77889 24.73978
O 15.37901 -5.15337 15.41642
C 15.66584 -5.68317 16.73892
C 14.74857 -6.82636 17.04122
O 14.93452 -7.95533 16.21966
H 14.64371 -4.53653 15.46362
H 16.72014 -5.94234 16.66445
H 15.57443 -4.84624 17.43520
H 13.70767 -6.47715 17.04365
H 14.96514 -7.16683 18.05644
H 14.69563 -7.72323 15.31667
O 14.67065 -1.36386 21.30108
C 14.03591 -1.07839 22.57134
C 14.78487 -0.03485 23.36296
O 14.30715 1.29048 23.18543
H 14.45701 -0.63255 20.71406
H 13.01977 -0.72042 22.37721
H 13.97812 -2.05100 23.05447
H 15.85097 -0.07272 23.09103
H 14.83913 -0.26901 24.42899
H 13.94902 1.37820 22.29803
O 18.50604 0.34130 15.65834
C 17.65467 -0.76354 15.83247
C 16.73576 -0.88415 14.64757
O 15.83858 0.21873 14.54492
H 19.43019 0.15984 15.87341
H 18.19221 -1.71957 15.88708
H 17.09150 -0.60601 16.76052
H 16.17119 -1.81565 14.68184
H 17.37141 -0.90439 13.75480
H 16.32182 0.93457 14.12416
*
```

List of Löwdin charges in e, atom by atom: O -0.084; C -0.232; C -0.236; O -0.068; H 0.056; H 0.129; H 0.122; H 0.124; H 0.119; H 0.081; O -0.077; C -0.235; C -0.219; O -0.078; H 0.102; H 0.125; H 0.124; H 0.113; H 0.122; H 0.076; O -0.085; C -0.224; C -0.258; O -0.070; H 0.033; H 0.118; H 0.126; H 0.123; H 0.122; H 0.034; O -0.088; C -0.185; C -0.181; O -0.093; H 0.097; H 0.107; H 0.129; H 0.109; H 0.109; H 0.042; O -0.058; C -0.241; C -0.250; O -0.058; H 0.087; H 0.125; H 0.109; H 0.099; H 0.127; H 0.091; O -0.088; C -0.231; C -0.269; O -0.048; H 0.076; H 0.119; H 0.107; H 0.123; H 0.105; H 0.084; O -0.087; C -0.213; C -0.256; O -0.056; H 0.085; H 0.125; H 0.106; H 0.119; H 0.116; H 0.078; O -0.065; C -0.278; C -0.247; O -0.064; H 0.056; H 0.110; H 0.118; H 0.111; H 0.124; H 0.081


What did we get for highest occupied orbital energy? Answer: -8.4; -9.6 eV, in the order shown.